1.
{
  "formula": "C30H32AgIPS4",
  "method": "ωB97M-V with the def2-TZVPD basis set",
  "species": ["Ag", "C", "C", "S", "C", "C", "S", "C", "C", "S", "C", "C", "S", "H", "H", "H", "H", "H", "H", "H", "H", "H", "H", "H", "H", "H", "H", "H", "H", "I", "C", "C", "C", "C", "C", "C", "C", "C", "C", "P", "C", "C", "C", "C", "C", "C", "C", "C", "C", "C", "C", "C", "C", "H", "H", "H", "H", "H", "H", "H", "H", "H", "H", "H", "H", "H", "H", "H", "H"],
  "positions_angstrom": [[0.12164, 0.40257, 0.12456], [-1.77614, 1.48687, 3.28941], [-2.58762, 2.28374, 2.27525], [-2.70872, 1.54947, 0.63030], [-3.71210, 0.07929, 0.94117], [-3.40673, -1.01993, -0.07091], [-1.70539, -1.63213, -0.11697], [-1.52634, -2.20348, 1.59096], [-0.13122, -2.77054, 1.82801], [1.23980, -1.62933, 1.50195], [1.56077, -0.91863, 3.13376], [0.43050, -0.13152, 3.78316], [-0.02855, 1.33398, 2.82201], [-2.18601, 0.48161, 3.40226], [-1.84488, 1.97376, 4.26317], [-2.14497, 3.26495, 2.10400], [-3.58950, 2.45364, 2.67405], [-4.76909, 0.33609, 0.85470], [-3.55171, -0.28027, 1.95654], [-3.60801, -0.67559, -1.08672], [-4.06756, -1.86975, 0.10823], [-2.26806, -2.98294, 1.77833], [-1.71299, -1.37208, 2.26859], [0.03671, -3.63636, 1.18680], [-0.04029, -3.11773, 2.85883], [2.43719, -0.28464, 2.98384], [1.86655, -1.72588, 3.80179], [0.74817, 0.17177, 4.78166], [-0.45195, -0.76132, 3.90351], [2.73908, -0.24623, -1.92073], [3.85242, 1.39472, -1.26110], [5.10656, 1.08240, -0.81193], [6.06097, 2.09113, -0.57246], [5.75225, 3.37824, -0.88204], [4.46237, 3.72642, -1.35338], [4.21647, 5.06587, -1.74522], [2.99865, 5.44054, -2.22083], [1.94645, 4.50855, -2.19861], [2.11662, 3.20756, -1.79319], [0.53582, 2.34414, -1.40557], [-0.22682, 1.98957, -3.01749], [0.49140, 2.08353, -4.20420], [-0.09127, 1.70844, -5.40754], [-1.39530, 1.24340, -5.43714], [-2.11992, 1.14656, -4.25473], [-1.53503, 1.50547, -3.05344], [-0.40005, 3.74865, -0.70135], [-1.48299, 4.36611, -1.31355], [-2.11603, 5.43949, -0.69809], [-1.65597, 5.91831, 0.51854], [-0.56426, 5.31294, 1.13100], [0.04910, 4.22646, 0.53125], [3.43480, 2.74815, -1.46100], [5.38889, 0.04686, -0.68799], [7.04243, 1.82416, -0.20722], [6.48952, 4.16365, -0.78399], [5.02713, 5.77909, -1.67411], [2.81505, 6.45256, -2.55130], [0.95412, 4.85914, -2.45581], [1.50967, 2.44851, -4.19653], [0.48040, 1.78116, -6.32256], [-1.84710, 0.95379, -6.37554], [-3.14072, 0.78845, -4.27089], [-2.10555, 1.41828, -2.13397], [-1.83621, 4.02197, -2.27640], [-2.96092, 5.91009, -1.18133], [-2.13887, 6.76646, 0.98503], [-0.19237, 5.68769, 2.07574], [0.89995, 3.75884, 1.01706]],
  "forces_ev_per_angstrom": [[-0.1, 0.2, 0.1], [0.0, 0.0, 0.0], [0.0, 0.0, 0.1], [0.0, 0.1, -0.1], [-0.1, 0.0, 0.0], [-0.1, 0.0, 0.0], [0.1, 0.0, -0.1], [0.0, 0.0, 0.0], [-0.1, 0.0, 0.0], [0.1, 0.0, 0.0], [0.0, 0.0, 0.1], [0.0, 0.0, 0.0], [0.0, 0.0, -0.1], [0.0, 0.0, 0.0], [0.0, 0.0, 0.0], [0.0, 0.0, 0.0], [0.0, 0.0, 0.0], [0.0, 0.0, 0.0], [0.0, 0.0, 0.0], [0.0, 0.0, 0.0], [0.0, 0.0, 0.0], [0.0, 0.0, 0.0], [0.0, 0.0, 0.0], [0.0, 0.0, 0.0], [0.0, 0.0, 0.0], [0.0, 0.0, 0.0], [0.0, 0.0, 0.0], [0.0, 0.0, 0.0], [0.0, 0.0, 0.0], [-0.1, -0.1, -0.2], [0.0, 0.1, 0.1], [0.0, 0.1, 0.0], [-0.1, -0.1, 0.0], [0.0, 0.0, 0.0], [0.1, 0.1, 0.0], [0.0, 0.0, 0.0], [0.0, -0.1, 0.0], [0.0, 0.1, 0.0], [0.0, -0.1, 0.1], [0.0, -0.2, 0.1], [0.1, 0.0, 0.0], [0.0, 0.1, 0.0], [0.0, 0.0, 0.0], [0.0, 0.0, 0.0], [0.0, 0.0, 0.0], [0.0, 0.0, 0.1], [0.0, 0.0, 0.0], [0.0, 0.0, 0.0], [0.0, 0.0, 0.0], [0.0, 0.0, 0.0], [0.0, 0.0, 0.0], [0.0, 0.0, 0.0], [0.0, -0.2, 0.0], [0.0, 0.0, 0.0], [0.0, 0.0, 0.0], [0.0, 0.0, 0.0], [0.0, 0.0, 0.0], [0.0, 0.0, 0.0], [0.0, 0.0, 0.0], [0.0, 0.0, 0.0], [0.0, 0.0, 0.0], [0.0, 0.0, 0.0], [0.0, 0.0, 0.0], [0.0, 0.0, 0.0], [0.0, 0.0, 0.0], [0.0, 0.0, 0.0], [0.0, 0.0, 0.0], [0.0, 0.0, 0.0], [0.0, 0.0, 0.0]],
  "homo_energy_ev": -10.2,
  "mol_weight_g_mol": 786.6,
  "charge": 1
}

***

2.
{
  "formula": "CH2FNO2",
  "method": "ωB97M-V with the def2-TZVPD basis set",
  "species": ["C", "N", "O", "O", "F", "H", "H"],
  "positions_angstrom": [[0.41614, 1.12417, -0.24381], [0.20396, -0.04281, -0.48218], [0.06843, -1.09645, -0.92521], [-0.95240, -2.31436, 0.59180], [-0.61129, -1.31558, 1.39003], [0.00621, 1.75765, 0.69139], [0.86894, 1.88738, -1.02202]],
  "forces_ev_per_angstrom": [[0.3, 6.1, 0.7], [-0.5, 0.6, 1.2], [0.1, -2.9, -2.0], [-0.3, -1.2, -1.1], [0.2, 1.3, 1.7], [0.9, -2.1, -1.7], [-0.6, -1.8, 1.1]],
  "homo_energy_ev": [-10.6, -8.7],
  "mol_weight_g_mol": 79.0
}

***

3.
{
  "formula": "C4H8N2O3",
  "method": "ωB97M-V with the def2-TZVPD basis set",
  "species": ["N", "C", "C", "O", "N", "C", "C", "O", "O", "H", "H", "H", "H", "H", "H", "H", "H"],
  "positions_angstrom": [[-1.97542, 1.55318, 0.00841], [-1.30478, 0.41687, 0.67912], [-1.06952, -0.70268, -0.29954], [-1.86751, -1.18663, -1.05819], [0.07639, -1.41226, -0.11160], [1.34806, -1.01064, 0.45997], [1.98454, 0.11948, -0.27873], [3.20002, 0.33425, -0.34177], [1.06406, 1.01788, -0.75573], [-2.67113, 1.14967, -0.58620], [-1.32239, 1.84845, -0.71580], [-0.40547, 0.70843, 1.06892], [-1.92971, 0.11749, 1.54200], [-0.01344, -2.10138, -0.82630], [1.18514, -0.78808, 1.53238], [2.05055, -1.83691, 0.64758], [1.65059, 1.77289, -0.96453]],
  "forces_ev_per_angstrom": [[1.0, 0.0, 0.0], [-3.0, 0.3, -1.1], [0.2, -0.7, 2.4], [-1.2, 0.6, -1.0], [0.7, -0.3, -0.1], [-0.7, -0.9, 0.9], [2.4, 1.3, 0.4], [-2.8, -0.5, 0.0], [1.6, -0.2, 0.1], [-1.0, -0.4, -0.1], [0.2, 0.4, 0.3], [2.1, 1.0, 1.0], [0.2, -0.3, -0.6], [1.1, -1.0, -0.3], [0.0, 0.8, -0.5], [-0.3, 0.0, -1.0], [-0.5, -0.1, -0.3]],
  "smiles": "NCC(=O)NCC(=O)O",
  "homo_energy_ev": -9.7,
  "mol_weight_g_mol": 132.1
}

***

4.
{
  "formula": "C23H40InNO3P2",
  "method": "ωB97M-V with the def2-TZVPD basis set",
  "species": ["In", "P", "C", "C", "N", "C", "C", "C", "C", "C", "P", "H", "H", "H", "H", "H", "H", "H", "H", "O", "H", "H", "O", "H", "C", "H", "H", "H", "C", "H", "H", "H", "C", "H", "H", "H", "C", "H", "H", "H", "C", "C", "C", "C", "C", "C", "C", "C", "C", "C", "C", "C", "O", "H", "H", "H", "H", "H", "H", "H", "H", "H", "H", "H", "H", "H", "H", "H", "H", "H"],
  "positions_angstrom": [[-0.25194, 0.87185, 0.54572], [1.90033, -0.48148, -0.01703], [2.05303, -0.88287, -1.72500], [0.92230, -1.06436, -2.54311], [-0.28025, -0.47495, -2.19954], [-1.41700, -1.06185, -2.58480], [-1.43760, -2.04067, -3.58364], [-0.22843, -2.45565, -4.14288], [0.95861, -1.95964, -3.64586], [-2.71582, -0.70821, -1.86638], [-2.52458, 0.83088, -0.87374], [1.93924, -2.28587, -3.99304], [-2.40277, -2.41785, -3.90986], [-0.21098, -3.18446, -4.94754], [-3.52667, -0.57654, -2.60238], [-3.02954, -1.52378, -1.19472], [4.38420, 3.00572, -3.92387], [3.03135, -1.04778, -2.18564], [-0.80576, 2.29232, -2.62138], [4.16729, 2.32724, -3.27677], [4.97632, 1.78532, -3.22556], [0.02526, 1.79542, -1.29152], [0.08417, 2.39487, -2.22643], [0.74723, 1.95678, -2.79875], [-3.01318, 1.96542, -2.22511], [-4.09285, 1.82948, -2.36478], [-2.84712, 3.01624, -1.96072], [-2.53630, 1.71402, -3.18603], [-3.91838, 0.91036, 0.28450], [-3.82804, 1.84387, 0.85883], [-4.87930, 0.91147, -0.24834], [-3.88171, 0.07337, 0.99564], [1.73295, -2.09285, 0.83333], [2.72820, -2.46025, 1.11480], [1.09323, -1.97752, 1.71576], [1.28261, -2.81148, 0.14011], [3.56856, 0.03803, 0.49879], [3.52382, 0.45604, 1.51252], [4.24650, -0.82710, 0.48916], [3.94896, 0.79695, -0.19524], [0.86168, 2.76588, 3.10904], [1.31278, 1.40826, 3.65134], [2.57211, 1.60785, 4.49598], [0.19785, 0.69770, 4.39126], [0.05598, 0.78926, 5.76976], [-1.01640, 0.18635, 6.42417], [-1.98699, -0.51182, 5.70473], [-1.89311, -0.63643, 4.32657], [-2.92433, -1.41104, 3.51641], [-2.88829, -2.89940, 3.84993], [-4.33298, -0.85749, 3.70328], [-0.77672, -0.05191, 3.66359], [-0.64552, -0.28424, 2.38197], [0.62879, 3.44697, 3.93996], [-0.04693, 2.69320, 2.49249], [1.65726, 3.21832, 2.50259], [1.60042, 0.77337, 2.80098], [2.40718, 2.36127, 5.27606], [2.88491, 0.67206, 4.97268], [3.39793, 1.95623, 3.86157], [0.79972, 1.34019, 6.34908], [-1.10731, 0.26553, 7.50628], [-2.83337, -0.98153, 6.20919], [-2.65614, -1.30083, 2.45724], [-3.16970, -3.07638, 4.89389], [-3.57980, -3.45056, 3.20547], [-1.88306, -3.30282, 3.69829], [-4.37798, 0.20477, 3.44138], [-5.03836, -1.39785, 3.06162], [-4.66305, -0.96138, 4.74353]],
  "forces_ev_per_angstrom": [[-0.1, -0.3, 2.1], [1.0, -0.9, 0.5], [0.3, 0.5, -0.8], [-1.0, 0.0, -0.9], [0.1, -1.1, 1.4], [0.1, 0.0, -0.1], [0.1, 0.1, 0.0], [-0.3, 0.0, -0.3], [0.5, 0.3, 0.5], [0.0, 0.1, -0.1], [-1.2, -0.9, -0.5], [-0.4, -0.1, 0.0], [0.3, -0.2, 0.0], [-0.1, 0.1, 0.1], [0.2, 0.0, 0.3], [0.3, 0.1, -0.3], [0.0, 0.1, 0.0], [-0.2, -0.1, 0.3], [0.1, 0.1, -0.3], [0.3, -0.5, 0.1], [-0.5, 0.4, -0.1], [0.4, 1.2, -0.9], [0.1, -0.5, 0.8], [0.0, 0.1, -0.1], [0.1, 0.7, 0.2], [0.2, 0.1, -0.1], [0.0, -0.1, -0.2], [-0.1, 0.0, 0.2], [-0.2, 0.1, 0.1], [-0.1, -0.2, -0.1], [0.2, 0.0, 0.2], [0.0, 0.2, -0.2], [-0.3, -0.3, 0.0], [-0.3, 0.1, -0.1], [0.2, -0.1, -0.1], [0.0, 0.1, 0.2], [0.0, 0.5, -0.1], [0.1, -0.1, -0.2], [-0.3, 0.2, 0.0], [-0.1, 0.0, 0.2], [0.0, 0.1, 0.0], [0.2, -0.1, 0.2], [0.2, -0.1, 0.0], [-0.4, -0.2, -0.1], [0.1, 0.1, -0.1], [-0.3, -0.1, 0.1], [0.1, 0.0, -0.1], [0.1, 0.1, -0.3], [0.1, 0.1, 0.0], [0.1, -0.2, 0.0], [-0.1, 0.1, 0.1], [-0.2, 0.4, 1.6], [0.7, 0.6, -3.1], [0.0, -0.2, -0.2], [0.0, 0.1, 0.1], [-0.2, 0.0, 0.1], [-0.1, -0.1, 0.0], [0.1, -0.2, -0.2], [-0.1, 0.2, 0.0], [-0.2, 0.0, 0.2], [-0.3, -0.2, -0.1], [0.1, 0.0, -0.2], [0.3, 0.2, 0.0], [0.0, 0.0, 0.2], [0.0, 0.0, -0.2], [0.0, 0.0, 0.1], [-0.1, 0.0, 0.1], [0.0, -0.1, 0.1], [0.0, 0.0, 0.2], [0.0, 0.0, -0.2]],
  "homo_energy_ev": [-11.9, -12.6],
  "mol_weight_g_mol": 555.3,
  "charge": 2
}